{
  "formula": "C60H105N15",
  "method": "the ωB97M-V functional and the def2-TZVPD basis",
  "e_homo_ha": -0.4075,
  "total_charge": 0,
  "spin_multiplicity": 1,
  "energy_ha": -3170.4129,
  "de_lowest_kj_mol": 283.7,
  "symbols": ["C", "C", "C", "C", "N", "H", "H", "H", "H", "H", "H", "H", "C", "C", "C", "C", "N", "H", "H", "H", "H", "H", "H", "H", "C", "C", "C", "C", "N", "H", "H", "H", "H", "H", "H", "H", "C", "C", "C", "C", "N", "H", "H", "H", "H", "H", "H", "H", "C", "C", "C", "C", "N", "H", "H", "H", "H", "H", "H", "H", "C", "C", "C", "C", "N", "H", "H", "H", "H", "H", "H", "H", "C", "C", "C", "C", "N", "H", "H", "H", "H", "H", "H", "H", "C", "C", "C", "C", "N", "H", "H", "H", "H", "H", "H", "H", "C", "C", "C", "C", "N", "H", "H", "H", "H", "H", "H", "H", "C", "C", "C", "C", "N", "H", "H", "H", "H", "H", "H", "H", "C", "C", "C", "C", "N", "H", "H", "H", "H", "H", "H", "H", "C", "C", "C", "C", "N", "H", "H", "H", "H", "H", "H", "H", "C", "C", "C", "C", "N", "H", "H", "H", "H", "H", "H", "H", "C", "C", "C", "C", "N", "H", "H", "H", "H", "H", "H", "H", "C", "C", "C", "C", "N", "H", "H", "H", "H", "H", "H", "H"],
  "coordinates": [[6.76123, 4.71534, -2.43137], [7.65318, 3.70705, -3.12662], [6.94087, 2.78483, -4.14945], [5.90551, 1.94654, -3.51026], [5.12180, 1.35358, -2.90572], [7.30982, 5.20754, -1.69538], [6.01818, 4.12538, -1.88904], [6.26097, 5.46618, -3.08805], [8.10212, 3.05379, -2.35396], [8.40753, 4.17890, -3.73707], [7.66593, 2.03218, -4.47499], [6.45526, 3.41501, -4.91692], [-0.08230, -1.09497, -6.55431], [-0.54163, -2.36692, -5.79158], [-1.31814, -2.06091, -4.49836], [-1.51202, -3.19724, -3.61587], [-1.60225, -4.05059, -2.81752], [0.76431, -0.60441, -6.08447], [-0.83161, -0.34706, -6.73006], [0.28883, -1.43082, -7.53350], [0.33320, -2.94208, -5.48833], [-1.20931, -2.96880, -6.42299], [-2.27208, -1.54061, -4.65356], [-0.67073, -1.39019, -3.91431], [-2.45745, 1.60644, -4.12369], [-2.90979, 3.06502, -4.03243], [-4.07989, 3.40576, -3.06947], [-4.23259, 4.81114, -3.01628], [-4.35400, 5.95243, -2.87213], [-3.25030, 0.89395, -4.38995], [-2.02093, 1.25915, -3.15123], [-1.65867, 1.52915, -4.87550], [-3.25293, 3.32921, -5.03365], [-2.04041, 3.67282, -3.81813], [-3.77920, 3.06164, -2.07268], [-4.96653, 2.88037, -3.35054], [0.51307, 6.47763, 0.96863], [0.19516, 7.04833, -0.40848], [-1.13012, 6.63156, -1.09033], [-1.14885, 5.17264, -1.28602], [-1.14309, 4.04356, -1.45869], [1.44233, 6.92883, 1.34667], [0.65391, 5.38485, 1.02199], [-0.32053, 6.72510, 1.62066], [0.97862, 6.80093, -1.10984], [0.15355, 8.16761, -0.25596], [-1.32720, 7.17038, -2.00402], [-1.98159, 6.81728, -0.41609], [2.21148, -3.61107, -3.52154], [2.63838, -2.15438, -3.46725], [2.88728, -1.62083, -2.09029], [4.00487, -2.26215, -1.45103], [4.79565, -2.72115, -0.74013], [2.84402, -4.34116, -2.96868], [2.22630, -3.85319, -4.60660], [1.17188, -3.81102, -3.21004], [1.94169, -1.54029, -3.99953], [3.57321, -2.05219, -3.99334], [2.06389, -1.68365, -1.36312], [3.06920, -0.54895, -2.14738], [-5.92151, -1.78285, 2.77484], [-5.77194, -1.70152, 4.30825], [-4.34786, -1.69982, 4.82756], [-3.69197, -0.44703, 4.36590], [-3.05875, 0.43305, 3.99639], [-6.79652, -1.20130, 2.52839], [-6.09519, -2.76766, 2.41896], [-5.15150, -1.30060, 2.23067], [-6.33084, -2.51529, 4.78373], [-6.26962, -0.81035, 4.65086], [-3.72718, -2.49633, 4.43027], [-4.40493, -1.57615, 5.91685], [-4.13686, -5.17714, 0.65685], [-3.95596, -5.09072, 2.11503], [-2.91202, -6.05669, 2.68996], [-3.46708, -7.34644, 2.50524], [-3.97145, -8.31722, 2.19556], [-4.76848, -4.38953, 0.24135], [-4.54990, -6.13453, 0.32509], [-3.23611, -4.99222, 0.04532], [-4.88768, -5.15897, 2.70993], [-3.50197, -4.10907, 2.31169], [-2.68374, -5.86385, 3.72727], [-2.00267, -5.90120, 2.13517], [0.16039, -5.35989, 0.75955], [1.55493, -5.16388, 0.19219], [2.47822, -4.33212, 1.05892], [1.90509, -2.94211, 1.17283], [1.49654, -1.89094, 1.31259], [-0.52205, -5.50710, -0.13971], [-0.22971, -4.44245, 1.19221], [0.08910, -6.23280, 1.42901], [1.61337, -4.70015, -0.80284], [2.10589, -6.10254, 0.10548], [3.46414, -4.24334, 0.63433], [2.66238, -4.72541, 2.03276], [2.85731, 1.54325, 0.83780], [4.23423, 1.26695, 0.29109], [5.04402, 0.27198, 1.11528], [5.19663, 0.67891, 2.49881], [5.42239, 0.95859, 3.58960], [2.36591, 2.22148, 0.11989], [2.86610, 2.03946, 1.79021], [2.31745, 0.60195, 0.95424], [4.77227, 2.21861, 0.29402], [4.31189, 0.92231, -0.76175], [6.05810, 0.14149, 0.80167], [4.49979, -0.66372, 1.10634], [3.29561, -3.38877, 4.90749], [4.35681, -2.53765, 4.26480], [5.33405, -2.06088, 5.34552], [6.15021, -3.07797, 5.93339], [6.86315, -3.90029, 6.38050], [2.54124, -3.60217, 4.20231], [2.77461, -2.79885, 5.70806], [3.72201, -4.32023, 5.35455], [3.95302, -1.64243, 3.81074], [4.86591, -3.08383, 3.51665], [4.67295, -1.69560, 6.12921], [5.99779, -1.24196, 5.04970], [1.66027, 2.86335, -5.73569], [0.97142, 2.65922, -4.36792], [1.85602, 2.67697, -3.13979], [2.64032, 3.87354, -3.08550], [3.21663, 4.88772, -2.99405], [1.02161, 2.52673, -6.49517], [2.61105, 2.28023, -5.81423], [1.90108, 3.90460, -5.89082], [0.52732, 1.70860, -4.34598], [0.17934, 3.37352, -4.29617], [2.55146, 1.85196, -3.06166], [1.10655, 2.73516, -2.35236], [1.30010, 0.41179, 3.99177], [0.39346, 0.37394, 5.16234], [0.17923, -1.02710, 5.79239], [-0.58127, -1.89295, 4.89813], [-1.03400, -2.65622, 4.14240], [0.90473, -0.08403, 3.09026], [2.36492, 0.14596, 4.16257], [1.37156, 1.46653, 3.65968], [-0.63396, 0.73559, 4.99649], [0.76924, 0.98518, 6.01709], [-0.37098, -0.98650, 6.73421], [1.07418, -1.57602, 5.98339], [-1.28352, 3.90635, 4.42756], [-1.48374, 3.31473, 3.00188], [-2.90666, 3.18060, 2.53258], [-3.42338, 4.46245, 2.20435], [-3.69418, 5.56374, 2.01760], [-0.27016, 4.29692, 4.46066], [-1.33608, 3.09151, 5.12040], [-1.95723, 4.73344, 4.65353], [-0.98990, 2.33210, 3.04912], [-0.89660, 3.85332, 2.24454], [-3.51660, 2.79687, 3.38318], [-3.07601, 2.60199, 1.62529], [-4.57197, -1.38621, -2.13957], [-5.70384, -1.60599, -1.13519], [-6.43255, -0.32028, -0.84317], [-5.49234, 0.74774, -0.57916], [-4.71412, 1.58204, -0.43035], [-5.02250, -1.09765, -3.11195], [-4.02477, -2.30759, -2.34599], [-3.79746, -0.68067, -1.85029], [-5.33301, -1.98946, -0.17562], [-6.44603, -2.31186, -1.50074], [-7.20164, -0.30899, -0.06865], [-6.89891, -0.06675, -1.77086], [-2.01990, -1.37306, 0.76515], [-1.22964, -0.08302, 0.94984], [-1.20561, 0.79605, -0.37315], [-0.47279, 0.20807, -1.50294], [0.24836, -0.18408, -2.27811], [-1.59998, -2.02796, 0.01527], [-3.09431, -1.23354, 0.58195], [-1.92827, -2.06465, 1.61810], [-0.26523, -0.29945, 1.35988], [-1.80261, 0.57740, 1.63164], [-0.73332, 1.76270, -0.23931], [-2.27291, 0.86345, -0.60765]],
  "forces_ev_per_a": [[-1.28, -0.83, -1.15], [-0.32, -0.66, -0.19], [-0.53, -0.24, 0.87], [-0.48, 0.38, 0.60], [0.39, 0.12, -0.63], [1.01, 1.08, 1.17], [-0.38, 0.34, -0.11], [0.34, -0.74, 0.39], [0.11, 0.41, -0.45], [0.60, 0.25, 0.18], [-0.01, 0.52, -0.77], [0.46, -0.65, -0.02], [0.57, -1.25, -0.23], [-0.74, 0.52, -0.05], [0.68, 0.85, 0.10], [-0.26, -2.10, 1.98], [0.11, 1.84, -1.86], [0.08, 0.04, 0.37], [-0.66, 0.20, 0.05], [-0.14, 0.20, 0.15], [-0.06, -0.16, -0.33], [0.48, -0.02, -0.04], [0.18, -0.17, -0.12], [-0.34, 0.08, -0.01], [0.33, -0.33, 1.08], [-0.59, -0.46, -0.91], [2.26, -1.63, 0.14], [-0.77, 2.45, 0.61], [0.24, -0.92, -0.34], [0.00, 0.30, 0.00], [-0.36, 0.29, -0.80], [-0.27, -0.05, 0.19], [0.09, 0.28, -0.13], [0.00, 0.22, 0.22], [-0.27, 0.10, -0.02], [-0.73, -0.17, -0.20], [-0.12, -0.39, 0.01], [-0.18, 1.17, -0.08], [-0.19, -0.66, 1.72], [-0.03, 1.24, -0.38], [0.11, -0.98, 0.00], [-0.38, -0.05, -0.05], [-0.11, 0.31, -0.34], [0.05, 0.03, 0.40], [0.47, 0.21, -0.17], [0.12, -1.08, -0.51], [0.09, -0.06, -0.38], [0.15, 0.14, -0.16], [-0.44, -0.76, -0.91], [0.13, -0.85, 0.23], [-0.63, 0.88, 0.50], [1.15, -0.39, 1.69], [-0.48, 0.24, -0.93], [-0.10, 0.69, -0.42], [0.12, -0.41, 0.65], [0.33, 0.39, 0.13], [-0.62, 0.42, -0.11], [0.45, 0.00, -0.38], [-0.09, -0.29, -0.47], [0.32, 0.13, 0.01], [-0.96, 0.66, 1.21], [-0.48, -0.76, -0.57], [-0.16, 1.83, -0.18], [0.29, -1.00, 0.16], [0.01, 0.44, -0.04], [-0.54, 0.06, -0.22], [0.14, -0.97, -0.32], [1.21, 0.30, -0.39], [0.18, -0.05, -0.15], [-0.06, 0.50, 0.20], [0.04, -0.38, 0.46], [0.44, -0.72, -0.14], [-0.26, -0.20, -2.27], [0.71, 1.60, 1.72], [-0.36, 1.04, -0.08], [0.64, -0.53, -0.14], [-0.71, -1.38, -0.15], [-0.49, -0.02, 0.41], [0.01, 0.06, 0.06], [0.20, -0.37, 0.65], [0.32, -0.01, -0.49], [-0.39, 0.13, 0.19], [-0.10, 0.14, 0.36], [0.43, -0.33, -0.24], [-0.97, -0.27, -2.04], [1.16, -0.34, 0.02], [-0.65, 1.78, -0.26], [1.47, -2.42, 0.34], [-0.58, 1.45, -0.01], [0.60, -0.26, 1.18], [0.10, 0.05, 0.51], [0.03, 0.54, -0.16], [-0.59, -0.19, 0.17], [-0.40, -0.29, -0.24], [0.31, 0.19, -0.46], [-0.34, -0.30, 0.96], [-0.40, -0.33, -1.15], [1.38, 0.53, -0.46], [-0.90, 0.27, 0.48], [0.09, 0.01, 0.58], [-0.18, 0.08, 0.16], [-0.23, -0.38, 0.32], [0.25, 0.24, 0.53], [-0.36, 0.11, -0.11], [0.16, 0.05, -0.11], [-0.64, 0.18, 0.67], [0.50, -0.30, -0.81], [0.18, -0.53, -0.01], [0.09, 0.26, 1.48], [0.41, 0.47, 0.95], [-0.56, 0.90, -0.10], [2.63, -3.17, 1.40], [-2.04, 2.22, -1.17], [-0.95, -0.67, -0.84], [0.56, -0.61, -0.42], [-0.44, 0.70, -0.36], [-0.29, 0.15, -0.17], [0.63, -0.59, -0.97], [0.21, 0.40, 0.31], [-0.27, -0.04, -0.18], [1.44, -0.37, 1.65], [1.23, 0.11, -1.49], [-0.70, 0.47, -0.17], [1.63, 3.27, 0.64], [-1.07, -2.14, -0.33], [-0.94, -0.36, -1.24], [-0.65, 0.36, 0.12], [0.10, 0.32, -0.11], [-0.80, -1.41, -0.09], [-0.47, 0.59, 0.35], [-0.19, -0.52, 0.08], [0.47, -0.36, 0.71], [0.69, 1.30, -1.65], [-0.68, -0.35, 2.52], [-0.92, 0.24, -0.39], [-0.46, -1.75, -1.65], [0.41, 1.33, 1.29], [0.25, -0.30, 0.57], [-0.75, -0.28, 0.16], [-0.02, -0.28, 0.17], [0.47, 0.15, -0.50], [-0.01, -0.18, -0.73], [0.03, 0.26, 0.02], [0.93, -0.12, 0.19], [0.18, 0.27, -1.58], [1.60, -0.37, 0.23], [-0.90, -0.85, 0.91], [-0.20, 1.96, 0.05], [-0.19, -0.04, -0.20], [0.14, 0.10, 0.19], [-0.38, -0.20, 0.70], [-0.12, -0.19, 0.10], [-0.42, 0.01, -0.21], [-0.22, 0.18, 0.23], [0.27, -0.12, -0.84], [0.28, -0.64, 0.21], [-0.36, -0.77, -0.92], [0.64, -0.46, 0.97], [-0.17, 0.57, -0.15], [0.52, 0.80, 0.28], [-0.18, -0.28, 0.19], [0.36, 0.17, 0.43], [-0.17, -0.20, 0.14], [-0.28, 0.32, 0.20], [0.15, -0.18, -0.28], [0.14, -0.20, -0.13], [0.12, -0.42, 0.01], [-0.70, 0.52, -0.62], [0.07, -0.81, 0.56], [-1.31, 0.98, -0.73], [-0.17, -1.44, 0.61], [-1.41, 0.88, 2.64], [1.49, -0.95, -2.12], [0.10, 0.13, -0.92], [0.28, 0.16, -0.12], [-0.12, 0.68, 0.34], [0.56, 0.08, 0.01], [0.51, -0.46, 0.00], [-0.33, 0.32, 0.24], [0.24, 0.57, -0.37]]
}